Record 1
Computed, not measured: a molecular structure, C21H23N5O7RuS, with ωB97M-V/def2-TZVPD.

Structure (XYZ):
```
58
C21H23N5O7RuS, DFT ωB97M-V/def2-TZVPD
Ru 0.243 2.139 0.502
C 0.034 3.731 -1.268
C 1.178 3.192 -1.858
C 1.071 2.107 -2.738
C -0.155 1.515 -2.965
C -1.285 1.976 -2.286
C -1.204 3.084 -1.453
H 0.089 4.667 -0.732
H 2.133 3.681 -1.715
H 1.955 1.739 -3.242
H -0.240 0.687 -3.656
H -2.245 1.503 -2.445
H -2.098 3.502 -1.009
O 3.344 3.403 2.589
C 2.255 3.222 2.137
O 1.946 2.174 1.355
C 1.094 4.145 2.374
C 1.146 5.189 3.276
C 0.004 5.950 3.463
C -1.143 5.637 2.748
C -1.114 4.580 1.858
N -0.007 3.859 1.670
H 2.068 5.370 3.811
H 0.002 6.772 4.166
H -2.056 6.199 2.880
H -1.986 4.285 1.290
C -2.591 -6.877 -0.399
C -1.872 -5.574 -0.070
S -0.142 -5.737 -0.467
O 0.447 -6.657 0.460
O -0.020 -5.931 -1.889
C 0.546 -4.117 -0.113
C 0.362 -3.177 -1.296
N 0.829 -1.819 -0.980
C 0.031 -0.814 -0.566
N 0.756 0.274 -0.303
C 2.065 -0.038 -0.547
C 2.116 -1.324 -0.967
N 3.295 -2.059 -1.339
O 4.321 -1.420 -1.393
O 3.176 -3.249 -1.549
C -1.444 -0.945 -0.446
H -3.647 -6.783 -0.153
H -2.174 -7.700 0.180
H -2.498 -7.112 -1.458
H -1.925 -5.335 0.993
H -2.263 -4.739 -0.655
H 1.603 -4.305 0.078
H 0.083 -3.743 0.801
H -0.687 -3.091 -1.570
H 0.903 -3.550 -2.158
H 2.876 0.650 -0.389
H -1.887 -1.249 -1.396
H -1.870 0.004 -0.137
H -1.710 -1.685 0.310
O -1.474 1.192 4.041
C -1.222 1.283 2.907
N -1.013 1.317 1.715
```

Properties
Lowest unoccupied orbital energy (alpha / beta): -4.694 / -4.784 eV
Expectation value of S²: 0.756
Relative energy (zero: lowest compared OMol25 entry of this formula, charge and spin): 0.0 kJ/mol
HOMO-LUMO gap (alpha / beta): 7.7 / 7.7 eV
2S+1: 2
HOMO energy (alpha / beta): -12.36 / -12.53 eV
Energy: -2107.2907 a.u.
Net charge: +1

natural (NBO) atomic charge list, values in e, 8 entries: atom 1 (Ru): 1.09, atom 2 (C): -0.25, atom 3 (C): -0.23, atom 4 (C): -0.16, atom 5 (C): -0.15, atom 6 (C): -0.17, atom 7 (C): -0.27, atom 8 (H): 0.25

Record 2
Computed, not measured: C21H23NO8 in the gas phase at a distorted geometry, with ωB97M-V/def2-TZVPD.

Structure (XYZ):
```
53
C21H23NO8, DFT ωB97M-V/def2-TZVPD
O -3.307 -3.527 -0.852
C -2.698 -2.565 -0.429
C -3.401 -1.258 -0.217
C -4.741 -1.253 0.166
C -5.423 -0.060 0.350
C -4.779 1.147 0.150
C -3.446 1.138 -0.249
N -2.753 2.383 -0.442
O -1.548 2.330 -0.611
O -3.395 3.408 -0.407
C -2.756 -0.050 -0.447
C -1.258 -2.584 -0.128
C -0.439 -3.478 -0.814
C 0.925 -3.444 -0.628
C 1.508 -2.547 0.261
C 0.668 -1.734 1.065
C -0.694 -1.738 0.833
O 1.285 -1.044 2.069
C 0.647 0.014 2.740
C 0.617 1.303 1.908
O 1.943 1.549 1.500
C 2.219 2.842 1.014
C 1.772 3.102 -0.432
O 2.591 2.405 -1.355
C 1.915 1.539 -2.238
C 1.474 0.211 -1.592
O 2.336 -0.870 -1.867
C 3.588 -0.849 -1.215
C 3.518 -1.292 0.260
O 2.861 -2.548 0.373
H -5.235 -2.201 0.316
H -6.459 -0.072 0.652
H -5.282 2.091 0.295
H -1.734 -0.019 -0.794
H -0.888 -4.154 -1.525
H 1.580 -4.088 -1.193
H -1.344 -1.119 1.433
H -0.364 -0.251 3.070
H 1.276 0.181 3.618
H -0.055 1.198 1.043
H 0.244 2.126 2.535
H 1.760 3.597 1.668
H 3.307 2.932 1.061
H 0.719 2.838 -0.561
H 1.887 4.177 -0.626
H 2.623 1.327 -3.043
H 1.040 2.046 -2.663
H 0.511 -0.102 -2.003
H 1.374 0.362 -0.514
H 4.045 0.147 -1.261
H 4.198 -1.560 -1.777
H 4.532 -1.457 0.630
H 3.038 -0.526 0.872
```

Properties
Lowest unoccupied orbital energy: -1.003 eV
Relative energy (zero: lowest compared OMol25 entry of this formula, charge and spin): 364.3 kJ/mol
HOMO-LUMO gap: 7.4 eV
SMILES: O=C(c1cccc([N+](=O)[O-])c1)c1ccc2c(c1)OCCOCCOCCOCCO2
HOMO energy: -8.42 eV
Energy: -1470.5490 a.u.

natural (NBO) atomic charge list, values in e, 8 entries: atom 1 (O): -0.53, atom 2 (C): 0.56, atom 3 (C): -0.14, atom 4 (C): -0.13, atom 5 (C): -0.21, atom 6 (C): -0.19, atom 7 (C): 0.06, atom 8 (N): 0.52

Record 3
Computed, not measured: a molecular structure, C21H24AuNO4Si at a distorted geometry, with ωB97M-V/def2-TZVPD.

Structure (XYZ):
```
52
C21H24AuNO4Si, DFT ωB97M-V/def2-TZVPD
Au -1.008 -0.347 -1.860
C 0.909 0.346 -1.990
Si 1.444 -0.282 -0.249
C 0.142 0.017 1.174
N -1.252 0.147 0.708
C -2.125 -0.925 1.210
C -3.601 -0.802 0.852
C -3.902 0.371 -0.096
C -3.194 1.630 0.368
C -1.757 1.465 1.003
C 1.567 -2.171 -0.428
C 2.102 -2.765 0.699
C 2.324 -4.110 0.724
C 1.909 -4.921 -0.343
C 1.437 -4.319 -1.546
C 1.218 -2.955 -1.552
C 3.071 0.441 0.383
C 4.253 -0.074 -0.188
C 5.463 0.545 -0.001
C 5.594 1.610 0.887
C 4.429 2.125 1.423
C 3.162 1.557 1.172
H 1.527 -0.149 -2.752
H 0.904 1.413 -2.169
H 0.436 0.966 1.706
H 0.248 -0.792 1.878
H -2.038 -1.025 2.293
H -1.749 -1.819 0.755
H -4.189 -0.780 1.798
H -3.868 -1.733 0.392
H -5.021 0.512 -0.064
H -3.597 0.130 -1.167
H -3.822 2.084 1.143
H -3.086 2.339 -0.520
H -1.730 1.709 2.080
H -1.171 2.194 0.449
H 2.365 -2.101 1.535
H 2.716 -4.600 1.630
H 2.003 -5.996 -0.226
H 1.176 -4.886 -2.405
H 0.908 -2.423 -2.476
H 4.232 -1.027 -0.723
H 6.293 0.237 -0.542
H 6.568 2.070 1.117
H 4.486 3.007 2.019
H 2.309 2.133 1.590
O -6.187 -0.077 -2.426
C -6.542 0.992 -2.717
O -6.589 2.146 -3.013
C -2.916 6.386 -0.584
O -4.099 6.457 -0.458
O -1.753 6.052 -0.493
```

Properties
Lowest unoccupied orbital energy (alpha / beta): 0.088 / -1.980 eV
Expectation value of S²: 2.010
HOMO-LUMO gap (alpha / beta): 5.5 / 6.7 eV
2S+1: 3
HOMO energy (alpha / beta): -5.43 / -8.70 eV
Energy: -1595.4120 a.u.

natural (NBO) atomic charge list, values in e, 8 entries: atom 1 (Au): 0.32, atom 2 (C): -1.20, atom 3 (Si): 1.58, atom 4 (C): -0.67, atom 5 (N): -0.41, atom 6 (C): -0.23, atom 7 (C): -0.42, atom 8 (C): -0.42